(1)
{
  "formula": "H22O11",
  "method": "the ωB97M-V functional and the def2-TZVPD basis",
  "homo_energy_ev": -10.03,
  "charge": 0,
  "e_tot_ha": -840.7104,
  "smiles": "O.O.O.O.O.O.O.O.O.O.O",
  "de_lowest_kj_mol": 445.6,
  "symbols": ["H", "H", "H", "H", "H", "H", "H", "H", "H", "H", "H", "H", "H", "H", "H", "H", "H", "H", "H", "H", "H", "H", "O", "O", "O", "O", "O", "O", "O", "O", "O", "O", "O"],
  "positions_angstrom": [[0.8478, 0.2535, -0.3839], [-0.3398, -0.2193, 0.4384], [3.2433, -1.6300, -3.5318], [3.5373, -2.9153, -2.7758], [-0.1344, 3.3837, -0.5285], [0.7279, 4.4327, 0.1541], [0.0261, -1.1730, 3.2475], [0.1016, -0.0037, 2.2795], [-1.4747, -0.9876, -3.4043], [-1.7277, 0.1039, -2.3773], [1.4052, -3.6166, 0.4256], [1.6158, -4.7832, 1.3769], [0.1623, 2.5586, 3.5869], [-0.6524, 1.9210, 2.4735], [0.2806, 0.5160, -2.1102], [0.3206, 1.8384, -1.3623], [-0.6301, -2.4353, -0.6309], [0.1060, -1.9671, -1.8755], [-1.1802, 4.2239, 0.8619], [-2.6659, 3.9524, 1.0321], [-1.4291, -1.9393, 2.2734], [-1.4403, -1.7114, 0.7707], [0.5066, -0.5161, 0.0855], [3.3680, -1.9760, -2.6409], [0.0384, 4.3318, -0.5118], [0.6421, -0.5293, 2.8799], [-1.8953, -0.1269, -3.2980], [0.9591, -4.1309, 1.1079], [-0.4517, 2.7736, 2.8758], [-0.2128, 1.0432, -1.4718], [-0.7233, -1.8577, -1.3968], [-1.8124, 3.5069, 0.9856], [-1.1185, -2.3208, 1.4445]],
  "forces_ev_per_a": [[-0.281, -0.509, 0.612], [0.319, 0.075, -0.592], [0.066, 0.005, 0.057], [0.024, 0.062, 0.059], [-0.387, 0.267, 0.153], [0.203, 0.031, -0.084], [0.386, 0.011, 0.004], [0.450, -0.310, -0.046], [-0.339, 0.009, 0.159], [-0.158, -0.074, -0.098], [-0.017, 0.162, 0.177], [-0.058, 0.024, -0.029], [0.053, -0.123, 0.050], [-0.165, 0.346, 0.020], [-0.254, 0.043, -0.285], [-0.124, 0.167, -0.458], [0.250, -0.143, -0.155], [0.028, 0.006, 0.294], [-0.173, -0.077, -0.016], [0.016, -0.207, -0.025], [-0.207, -0.276, -0.165], [-0.285, -0.047, 0.144], [1.759, -0.042, 2.113], [-0.160, -0.062, -0.145], [0.871, 0.145, -0.318], [-0.236, 0.383, 0.721], [0.098, -0.015, -0.394], [0.261, -0.287, -0.113], [0.645, -0.215, 0.558], [0.029, 1.669, -0.911], [-0.880, -1.207, -1.202], [-1.185, 0.043, -0.148], [-0.548, 0.146, 0.063]]
}



(2)
{
  "formula": "H22O11",
  "method": "the ωB97M-V functional and the def2-TZVPD basis",
  "homo_energy_ev": -7.53,
  "charge": 0,
  "e_tot_ha": -840.5388,
  "de_lowest_kj_mol": 896.1,
  "symbols": ["H", "H", "H", "H", "H", "H", "H", "H", "H", "H", "H", "H", "H", "H", "H", "H", "H", "H", "H", "H", "H", "H", "O", "O", "O", "O", "O", "O", "O", "O", "O", "O", "O"],
  "positions_angstrom": [[-1.0860, -1.0361, -1.0473], [0.0746, -0.0554, -1.0805], [1.2572, -0.2077, -3.3430], [2.6787, -0.7385, -3.4303], [-0.5277, 1.3760, 1.7449], [-1.0247, 0.9720, 0.3665], [-0.0680, -3.2722, -3.2138], [-0.3481, -3.4844, -1.7351], [-1.0700, -1.3858, 1.2236], [0.1472, -0.5045, 0.9961], [1.3037, -1.3195, 2.6984], [-0.0979, -1.3113, 3.2862], [-5.0760, 0.1140, -0.4117], [-5.1652, 1.6291, -0.3310], [1.6010, 0.2244, 0.5644], [2.6354, -0.1248, -0.4930], [-2.1916, 1.3022, 2.6537], [-3.2340, 0.4497, 1.9491], [0.9143, 2.4359, 2.0675], [2.0342, 1.4186, 1.9227], [3.7961, 2.9871, -2.3334], [3.0444, 1.6819, -2.5369], [-0.3443, -0.7183, -0.5201], [1.8088, -0.8252, -3.8363], [-0.6339, 1.7104, 0.8472], [0.3647, -3.5012, -2.3835], [-0.1304, -1.4273, 1.0127], [0.5675, -1.9023, 2.9160], [-5.6894, 0.8469, -0.5365], [2.0553, -0.5256, 0.1642], [-3.1420, 1.1495, 2.6054], [1.6235, 2.0107, 2.5628], [3.9226, 2.0318, -2.3491]],
  "forces_ev_per_a": [[-0.297, -0.116, -0.688], [0.254, 0.705, -1.691], [-0.089, -0.170, -0.074], [0.027, -0.216, -0.102], [0.033, -0.011, 0.012], [-0.069, -0.125, -0.357], [0.184, -0.007, -0.023], [0.191, -0.081, 0.071], [0.213, -0.200, 0.370], [-0.326, -1.219, 1.003], [-0.018, -0.297, 0.076], [0.237, -0.201, 0.140], [-0.166, 0.023, -0.055], [-0.114, 0.031, 0.016], [0.295, 0.170, -0.258], [0.233, -0.012, 0.102], [-0.323, 0.159, 0.087], [-0.125, 0.052, 0.112], [0.346, 0.294, -0.080], [0.268, 0.197, 0.193], [0.084, -0.041, 0.004], [0.092, 0.115, -0.138], [-2.181, 4.763, -10.897], [0.046, 0.358, 0.105], [0.132, 0.112, 0.283], [-0.307, 0.049, -0.028], [-0.670, -3.566, 7.631], [1.416, -0.652, 4.029], [0.271, -0.045, 0.044], [0.714, 0.443, 0.047], [0.126, -0.204, -0.065], [-0.230, -0.228, 0.019], [-0.248, -0.082, 0.113]]
}



(3)
{
  "formula": "H22O11",
  "method": "the ωB97M-V functional and the def2-TZVPD basis",
  "homo_energy_ev": -10.75,
  "charge": 0,
  "e_tot_ha": -840.7317,
  "smiles": "O.O.O.O.O.O.O.O.O.O.O",
  "de_lowest_kj_mol": 389.6,
  "symbols": ["H", "H", "H", "H", "H", "H", "H", "H", "H", "H", "H", "H", "H", "H", "H", "H", "H", "H", "H", "H", "H", "H", "O", "O", "O", "O", "O", "O", "O", "O", "O", "O", "O"],
  "positions_angstrom": [[-1.1228, -0.1303, 1.7436], [-0.8402, -1.1028, 0.6168], [-2.9776, -1.2973, -2.7271], [-3.1000, -2.4746, -1.9051], [-0.6224, -2.7227, -0.8662], [-1.3296, -3.8004, -0.0924], [1.0702, -0.6490, 4.1903], [0.6691, -0.3604, 2.7640], [3.5269, 0.3908, 1.9725], [2.0481, 0.6006, 2.4276], [1.8577, -1.1380, -1.8391], [3.3250, -1.1758, -1.8471], [-2.5286, 4.4723, 2.4203], [-3.0099, 3.1612, 3.2993], [0.1437, 1.9567, 0.9301], [0.9730, 2.9466, 1.9396], [-0.8773, 2.6326, -0.1939], [0.3048, 3.0855, -1.2029], [-0.8433, 0.4910, -2.8166], [-0.5983, 0.9119, -4.2999], [2.1706, -2.8548, -3.2572], [1.6814, -3.0818, -1.7503], [-0.8616, -0.1666, 0.7709], [-2.4367, -1.8646, -2.1122], [-0.4740, -3.3775, -0.2663], [0.3505, -0.7073, 3.6150], [2.8024, 0.9568, 1.9154], [2.6195, -1.4410, -1.3065], [-2.5759, 4.0306, 3.3267], [0.8259, 2.0075, 1.5861], [-0.4188, 3.4015, -0.6767], [-1.3412, 0.6628, -3.6367], [1.5896, -3.3632, -2.7219]],
  "forces_ev_per_a": [[0.450, 0.116, -1.796], [0.083, -0.955, -0.339], [1.384, -0.288, 0.665], [-1.341, -1.929, 0.904], [-0.928, 2.711, -3.002], [0.465, 0.235, -0.184], [1.728, 0.122, 1.524], [-0.347, -0.261, 0.314], [1.782, -1.751, 0.431], [1.151, 0.520, -0.687], [0.300, -0.148, 0.651], [1.956, 0.500, -0.923], [-0.388, -1.468, 1.805], [0.222, 0.668, -0.589], [-0.252, 0.453, -0.048], [-0.788, -2.067, -1.268], [1.121, 1.681, -1.735], [0.409, -0.657, -0.159], [-0.411, 0.033, -0.366], [-2.023, -0.640, 1.640], [0.856, 0.627, -0.212], [0.301, -0.659, -2.459], [-0.614, 0.826, 2.179], [0.068, 2.245, -1.543], [0.399, -2.834, 3.081], [-1.608, 0.025, -1.913], [-1.202, 0.797, 0.352], [-1.986, 0.401, 0.751], [0.185, 0.808, -1.237], [0.033, 1.969, 1.669], [-1.937, -0.870, 1.515], [2.333, 0.569, -1.242], [-1.400, -0.780, 2.220]]
}



Repeat the second record exactly.
{
  "formula": "H22O11",
  "method": "the ωB97M-V functional and the def2-TZVPD basis",
  "homo_energy_ev": -7.53,
  "charge": 0,
  "e_tot_ha": -840.5388,
  "de_lowest_kj_mol": 896.1,
  "symbols": ["H", "H", "H", "H", "H", "H", "H", "H", "H", "H", "H", "H", "H", "H", "H", "H", "H", "H", "H", "H", "H", "H", "O", "O", "O", "O", "O", "O", "O", "O", "O", "O", "O"],
  "positions_angstrom": [[-1.0860, -1.0361, -1.0473], [0.0746, -0.0554, -1.0805], [1.2572, -0.2077, -3.3430], [2.6787, -0.7385, -3.4303], [-0.5277, 1.3760, 1.7449], [-1.0247, 0.9720, 0.3665], [-0.0680, -3.2722, -3.2138], [-0.3481, -3.4844, -1.7351], [-1.0700, -1.3858, 1.2236], [0.1472, -0.5045, 0.9961], [1.3037, -1.3195, 2.6984], [-0.0979, -1.3113, 3.2862], [-5.0760, 0.1140, -0.4117], [-5.1652, 1.6291, -0.3310], [1.6010, 0.2244, 0.5644], [2.6354, -0.1248, -0.4930], [-2.1916, 1.3022, 2.6537], [-3.2340, 0.4497, 1.9491], [0.9143, 2.4359, 2.0675], [2.0342, 1.4186, 1.9227], [3.7961, 2.9871, -2.3334], [3.0444, 1.6819, -2.5369], [-0.3443, -0.7183, -0.5201], [1.8088, -0.8252, -3.8363], [-0.6339, 1.7104, 0.8472], [0.3647, -3.5012, -2.3835], [-0.1304, -1.4273, 1.0127], [0.5675, -1.9023, 2.9160], [-5.6894, 0.8469, -0.5365], [2.0553, -0.5256, 0.1642], [-3.1420, 1.1495, 2.6054], [1.6235, 2.0107, 2.5628], [3.9226, 2.0318, -2.3491]],
  "forces_ev_per_a": [[-0.297, -0.116, -0.688], [0.254, 0.705, -1.691], [-0.089, -0.170, -0.074], [0.027, -0.216, -0.102], [0.033, -0.011, 0.012], [-0.069, -0.125, -0.357], [0.184, -0.007, -0.023], [0.191, -0.081, 0.071], [0.213, -0.200, 0.370], [-0.326, -1.219, 1.003], [-0.018, -0.297, 0.076], [0.237, -0.201, 0.140], [-0.166, 0.023, -0.055], [-0.114, 0.031, 0.016], [0.295, 0.170, -0.258], [0.233, -0.012, 0.102], [-0.323, 0.159, 0.087], [-0.125, 0.052, 0.112], [0.346, 0.294, -0.080], [0.268, 0.197, 0.193], [0.084, -0.041, 0.004], [0.092, 0.115, -0.138], [-2.181, 4.763, -10.897], [0.046, 0.358, 0.105], [0.132, 0.112, 0.283], [-0.307, 0.049, -0.028], [-0.670, -3.566, 7.631], [1.416, -0.652, 4.029], [0.271, -0.045, 0.044], [0.714, 0.443, 0.047], [0.126, -0.204, -0.065], [-0.230, -0.228, 0.019], [-0.248, -0.082, 0.113]]
}



- Which formula does entry 1 have?
  H22O11